[1]
Density functional theory data (the ωB97M-V functional and the def2-TZVPD basis) for one molecule with the formula C4H6I2O at a distorted geometry.

XYZ file:
```
13
Properties=species:S:1:pos:R:3
C -0.73447 0.88787 -0.13500
C 0.30577 -0.23370 -0.26562
C -0.42913 2.25695 0.18499
C 0.19639 -1.68116 -0.24301
O 1.21399 -2.29036 0.50765
I -2.67647 0.12906 -0.19663
I 2.30449 0.32928 -0.12573
H -1.24413 2.93640 0.20228
H -0.01038 2.39093 1.16048
H 0.24752 2.70826 -0.49338
H -0.66266 -2.10073 0.22414
H 0.32262 -2.11545 -1.23500
H 1.16645 -3.21736 0.41481
```

Calculated values
Energy above the lowest of the compared OMol25 structures with the same formula, charge and spin   1.530 eV
LUMO   0.28 eV
Molar mass   323.9 Da
SMILES   C/C(I)=C(\I)CO

Calculated atomic charges, method Löwdin, unit e: -0.780 -0.699 -0.241 -0.436 -0.165 0.884 0.972 0.059 0.078 0.056 0.076 0.126 0.069

[2]
Density functional theory data (the ωB97M-V functional and the def2-TZVPD basis) for C6H18F2K2NO12P2S2 as an isolated structure at a distorted geometry.

XYZ file:
```
45
Properties=species:S:1:pos:R:3
K -5.00589 3.38452 -1.46618
K -2.58561 4.16268 0.74409
N -3.11917 1.59867 -0.35220
S -3.64566 0.38853 0.26730
O -3.02348 0.01366 1.52962
O -4.25016 -0.72807 -0.53667
F -5.02427 1.00749 0.86523
S -1.89496 0.81064 -1.33222
O -2.36617 0.37269 -2.61798
O -0.93172 -0.01312 -0.67147
F -1.01141 2.10276 -1.79545
C 2.02032 -6.41416 -1.78517
O 1.39100 -5.36713 -0.99347
P 1.18752 -3.86436 -1.67059
O 2.24223 -3.49944 -2.63849
O 1.04541 -2.78966 -0.44055
C 0.16128 -2.90870 0.66811
O -0.35197 -3.86693 -2.28379
C -0.99183 -2.69048 -2.59785
H 1.92226 -6.23097 -2.85518
H 1.39134 -7.27108 -1.54400
H 3.05589 -6.64080 -1.53148
H -0.56350 -3.71777 0.57763
H -0.58434 -2.11672 0.73825
H 0.71129 -2.91987 1.60909
H -1.52417 -2.70316 -3.54893
H -0.34712 -1.81337 -2.54185
H -1.81042 -2.49722 -1.90456
C -0.80490 1.92660 2.82680
O 0.09970 2.94014 3.04679
P 1.01019 3.48036 1.85347
O 0.32369 3.62541 0.52341
O 1.77093 4.87251 2.52476
C 2.71169 5.57135 1.69052
O 2.22264 2.37919 1.80404
C 2.65589 1.90102 0.53636
H -0.83138 1.35934 1.89642
H -1.76066 2.44971 2.79559
H -0.56249 1.23272 3.63170
H 2.38237 5.46652 0.65676
H 3.74786 5.24505 1.77981
H 2.66178 6.61586 1.99812
H 2.36469 0.87133 0.32890
H 3.73688 1.78416 0.45954
H 2.17444 2.49008 -0.24422
```

Calculated values
Total charge   +1
LUMO   -5.11 eV
Molar mass   538.5 Da

Calculated atomic charges, method Löwdin, unit e: 0.935 0.869 -0.438 0.406 -0.268 -0.265 -0.230 0.596 -0.236 -0.226 -0.193 -0.087 -0.240 0.520 -0.239 -0.228 -0.108 -0.218 -0.163 0.084 0.086 0.090 0.093 0.062 0.093 0.097 0.077 0.080 -0.125 -0.206 0.557 -0.324 -0.239 -0.101 -0.201 -0.097 0.073 0.064 0.125 0.079 0.094 0.092 0.088 0.097 0.076